C15H17N3O5 in the gas phase. Source: the Open Molecules 2025 dataset; level of theory: the ωB97M-V functional and the def2-TZVPD basis.

XYZ file:
```
40
Properties=species:S:1:pos:R:3:forces:R:3
C -1.064866 0.989132 -0.251472 -1.2 -3.8 1.9
C -0.643755 1.794018 0.999497 -1.0 0.7 -3.4
C -0.114353 1.044427 -1.406533 -0.6 0.4 -2.3
C 1.211221 0.406278 -1.655392 0.6 0.0 2.8
C 2.105808 0.021862 -0.706571 -0.7 -1.2 2.2
C 1.780954 -0.084053 -2.845576 -1.6 1.1 -1.1
C 2.899281 -0.830399 -2.569077 0.4 -0.2 -1.6
C 1.391053 0.083856 -4.141858 -1.6 0.2 -3.1
C 3.709878 -1.376204 -3.533224 1.3 -0.6 -0.4
C 2.130357 -0.537970 -5.151729 -1.3 0.6 -2.0
C 3.391275 -1.114263 -4.842720 -1.5 -0.5 0.7
C -1.712890 0.119069 2.408079 0.1 -0.7 -0.7
C -3.237742 0.275850 2.708553 -1.2 3.5 0.0
C -1.119659 -0.764433 3.500212 -0.2 -0.8 0.9
C -0.336012 -1.892548 2.897781 1.3 2.1 0.9
H -2.466197 2.442451 -0.467317 -0.6 -1.5 0.2
H -2.947810 1.165266 -1.345415 0.4 -0.5 0.2
H -1.226109 -0.117519 0.067925 1.0 1.6 -1.3
H -0.637276 0.718160 -2.272124 -1.3 -1.4 -0.7
H -0.136755 2.006854 -1.821827 0.7 2.4 0.3
H 1.930542 -0.021967 0.398451 0.5 0.4 -1.1
H 3.808513 -1.256714 -0.806865 0.4 -0.1 0.5
H 0.468933 0.695443 -4.482291 1.5 -1.2 0.9
H 4.587553 -2.020040 -3.269916 -0.7 1.0 -0.2
H 1.578102 -0.592978 -6.222998 2.1 0.4 2.4
H 4.098535 -1.464151 -5.529420 0.4 -0.5 -1.5
H -0.928049 2.063240 2.881702 0.0 -0.2 0.4
H -1.568378 -0.299750 1.397842 -0.7 -0.8 1.3
H -0.399714 -0.226898 4.153232 -0.8 0.0 -0.4
H -1.955320 -1.204489 4.102958 0.9 0.5 -0.5
H 1.393677 -2.160584 2.266221 1.0 -1.0 -0.6
H -3.454954 1.163027 0.919844 -1.2 0.1 2.0
N -2.564482 1.379067 -0.421460 2.4 2.8 -0.7
N 3.082780 -0.774682 -1.280924 0.2 0.3 3.5
N -0.951948 1.326715 2.189278 -0.6 0.2 2.0
O -0.289744 2.929234 0.750104 0.7 0.5 0.7
O -3.685906 -0.042181 3.776769 -0.1 -0.5 -0.6
O -0.688861 -3.001392 2.702649 -0.1 -1.1 -0.6
O 0.962807 -1.420634 2.660726 -1.7 0.0 0.2
O -3.979926 1.133127 1.879991 2.9 -2.2 -1.1
```
Forces are in eV/Å.

Summary:
Max |F| ... 0.087 hartree/bohr
HOMO level ... -8.251 eV
SMILES string ... N[C@@H](Cc1c[nH]c2ccccc12)C(=O)N[C@@H](CC(=O)O)C(=O)O
Relative energy (zero: lowest compared OMol25 entry of this formula, charge and spin) ... 89.6 kcal/mol


2 unconnected molecules or ions with the total composition C4H10FN2. Source: the Open Molecules 2025 dataset; level of theory: the ωB97M-V functional and the def2-TZVPD basis.

XYZ file:
```
17
Properties=species:S:1:pos:R:3:forces:R:3
C 0.945122 2.258128 0.206767 0.2 -2.4 -0.5
C 1.281200 0.964317 0.329725 3.3 1.8 0.9
C -0.639243 -0.252922 -1.003692 -1.1 1.5 2.6
C 0.612916 -0.222130 -0.056889 -2.4 -0.9 -1.4
N 1.067387 -1.380918 0.292438 -0.7 -0.1 -0.5
N -1.390010 -1.489765 -0.982628 1.6 -0.6 -1.5
F -0.556679 -0.120457 2.008408 1.3 1.7 -2.6
H 1.539001 3.062977 0.445916 2.0 1.1 1.1
H 0.146677 2.666811 -0.280781 -2.8 0.2 -1.1
H 2.370370 0.854729 0.689714 -1.9 -0.3 -0.2
H -0.199376 0.068808 -1.900308 0.3 0.1 -1.9
H -1.404310 0.553716 -0.750329 1.6 -0.5 0.1
H 0.574217 -2.233581 -0.033530 0.2 0.8 0.6
H 1.649343 -1.386503 1.101797 0.9 -0.5 0.2
H -1.245598 -1.929743 -1.904935 -0.5 -0.1 0.8
H -2.374187 -1.325389 -0.866978 -0.2 0.0 0.1
H -0.935169 -0.490564 2.701014 -1.8 -1.6 3.2
```
Forces are in eV/Å.

Summary:
Max |F| ... 0.078 hartree/bohr
HOMO level ... -14.373 eV
Relative energy (zero: lowest compared OMol25 entry of this formula, charge and spin) ... 12.0 kcal/mol
Total charge ... +1


2 unconnected molecules or ions with the total composition CH4N4. Source: the Open Molecules 2025 dataset; level of theory: the ωB97M-V functional and the def2-TZVPD basis.

XYZ file:
```
9
Properties=species:S:1:pos:R:3:forces:R:3
C 1.927554 -0.729390 -0.111921 0.7 -0.9 1.7
N -2.348687 -0.916023 0.028704 -0.5 -1.0 0.4
N -2.132072 0.175009 -0.031240 -0.2 -2.1 0.4
N 1.234742 0.012421 0.617369 -1.5 1.3 0.2
N -1.825928 1.281759 -0.341703 0.4 1.7 -2.8
H 1.673968 -0.953431 -1.128914 0.4 -0.3 -0.7
H 2.713436 -1.226090 0.506427 -0.1 0.0 -1.4
H 0.437121 0.424513 0.103247 0.5 -0.1 0.1
H -1.680130 1.931231 0.358032 0.2 1.4 2.0
```
Forces are in eV/Å.

Summary:
Max |F| ... 0.064 hartree/bohr
HOMO level ... -10.079 eV
Relative energy (zero: lowest compared OMol25 entry of this formula, charge and spin) ... 88.3 kcal/mol


C3H3FO in the gas phase. Source: the Open Molecules 2025 dataset; level of theory: the ωB97M-V functional and the def2-TZVPD basis.

XYZ file:
```
8
Properties=species:S:1:pos:R:3:forces:R:3
C -0.851350 -0.677520 -0.341804 4.0 1.3 1.8
C -0.789245 0.647216 -0.381581 -0.4 -0.7 0.0
C 0.992562 -0.145340 0.486848 -4.1 -1.3 -2.0
O 0.405457 1.094555 0.109256 0.9 0.3 0.2
F 2.080434 -0.467803 -0.201766 -0.1 0.4 0.2
H -1.445482 -1.537195 -0.512090 -0.5 -0.3 -0.2
H -1.494935 1.401205 -0.712425 0.1 0.1 0.0
H 1.102560 -0.315121 1.553560 0.1 0.1 0.0
```
Forces are in eV/Å.

Summary:
Max |F| ... 0.092 hartree/bohr
HOMO level ... -9.294 eV
Relative energy (zero: lowest compared OMol25 entry of this formula, charge and spin) ... 64.5 kcal/mol


CH3NO2 in the gas phase. Source: the Open Molecules 2025 dataset; level of theory: the ωB97M-V functional and the def2-TZVPD basis.

XYZ file:
```
7
Properties=species:S:1:pos:R:3:forces:R:3
C -0.996638 0.158133 -0.168642 5.6 -5.7 1.3
N 0.663672 0.139399 -0.238769 -3.2 1.1 -0.2
O -1.484159 -0.949432 -0.059483 0.3 2.0 -0.7
O 1.079546 -1.203730 -0.009625 0.2 1.8 0.2
H -1.479142 1.039901 -0.236879 -1.4 3.3 -0.4
H 1.135350 0.768875 0.424658 -0.5 -0.5 -0.1
H 0.239099 -1.533408 -0.298800 -0.9 -2.1 -0.1
```
Forces are in eV/Å.

Summary:
Max |F| ... 0.157 hartree/bohr
HOMO level ... -9.226 eV
SMILES string ... O=CNO
Relative energy (zero: lowest compared OMol25 entry of this formula, charge and spin) ... 91.2 kcal/mol


2 unconnected molecules or ions with the total composition C7H19N2O2. Source: the Open Molecules 2025 dataset; level of theory: the ωB97M-V functional and the def2-TZVPD basis.

XYZ file:
```
30
Properties=species:S:1:pos:R:3:forces:R:3
C 3.079412 -0.080410 1.671073 -5.3 -1.8 -0.5
C 0.342730 -2.313120 -1.338836 -0.5 -2.9 -0.6
C -0.824408 1.063429 1.733385 0.7 0.4 0.9
C -2.191612 -0.864312 1.206694 -0.8 -0.5 -1.8
C 2.336700 -0.095115 0.275767 -0.6 2.8 1.9
C -0.492121 1.960549 -1.678088 -0.1 -2.7 1.7
C -0.141933 -0.243798 -0.209420 -0.9 2.4 -2.6
N -0.466239 -1.193754 -1.185595 -1.9 2.1 1.3
N -1.393683 0.276311 0.638509 -0.3 -1.4 -1.8
O -1.788150 2.276428 -1.404062 -1.3 0.9 -0.7
O 0.927761 -0.427574 0.560542 -0.7 -0.7 0.3
H 2.565791 0.562310 2.398518 0.2 0.3 -0.6
H 2.964537 -1.063207 2.116049 0.2 -0.4 0.0
H 4.049208 0.127760 1.610435 4.0 1.1 -0.5
H -0.088303 -3.002285 -2.086330 0.1 0.4 0.2
H 1.278949 -2.046354 -1.695443 2.1 0.3 -0.7
H 0.469027 -2.928416 -0.450821 -0.1 0.2 0.3
H -1.550608 1.352045 2.511348 0.0 0.6 -1.0
H -0.137357 0.427553 2.311896 -0.3 -0.1 -0.5
H -0.171087 1.805026 1.249246 -0.7 0.4 0.6
H -2.655957 -1.510716 0.459823 0.3 0.5 -0.8
H -1.547848 -1.562195 1.658991 1.0 -0.4 1.2
H -3.048820 -0.597747 1.786347 0.0 0.8 0.8
H 2.671361 -0.786641 -0.451414 0.7 -0.5 -0.6
H 2.329427 0.983839 -0.058424 0.0 -1.3 -0.3
H 0.293535 2.550996 -1.307512 0.6 1.0 0.1
H -0.431949 1.344471 -2.520307 0.9 -0.5 -1.3
H -1.163360 -0.982125 -1.921364 0.9 0.0 1.0
H -1.951248 0.824567 -0.163455 1.2 -0.7 2.4
H -2.264220 2.528334 -2.251568 0.6 -0.5 1.5
```
Forces are in eV/Å.

Summary:
Max |F| ... 0.109 hartree/bohr
HOMO level (spin up / spin down) ... -10.645 / -10.644 eV
Relative energy (zero: lowest compared OMol25 entry of this formula, charge and spin) ... 59.7 kcal/mol
Total charge ... +1


A molecular structure, C10H16ClPdV. Source: the Open Molecules 2025 dataset; level of theory: the ωB97M-V functional and the def2-TZVPD basis.

XYZ file:
```
29
Properties=species:S:1:pos:R:3:forces:R:3
V -0.960197 -1.195672 -2.215641 -3.8 -2.0 -0.4
Cl -2.117970 -0.881550 -0.388567 -0.5 0.6 1.7
C -0.714270 -3.083153 -2.597328 0.2 -3.3 -0.6
C -2.209367 -1.127558 -3.705547 -1.2 -0.4 -1.8
H -0.968761 -3.413849 -3.625430 0.4 0.3 0.4
H 0.225811 -3.576606 -2.338009 0.3 0.2 0.1
H -1.460619 -3.611441 -1.981808 -0.1 0.2 0.1
H -2.054282 -1.901937 -4.496497 -0.1 0.8 0.4
H -2.348096 -0.145735 -4.164898 0.0 0.1 -0.1
H -3.172379 -1.389093 -3.236934 0.0 0.0 0.0
Pd 0.431241 -0.053035 -0.044934 -0.6 0.5 0.0
C 0.711218 -1.689080 1.070010 0.6 -2.3 1.8
C 0.500440 -0.098823 -2.188740 5.9 4.0 1.3
H 0.865248 -2.544157 0.387095 0.0 0.3 0.4
H 1.649484 -1.432297 1.635668 -0.6 -0.2 -0.6
H -0.122152 -1.884436 1.781769 0.5 0.2 -0.7
H 0.658254 0.970966 -2.122447 -0.3 0.7 -0.8
H 1.499792 -0.520777 -2.403161 -0.5 -0.4 -0.6
C 0.945018 3.335882 3.646103 0.6 0.3 -0.7
C 1.364268 3.630532 2.321102 0.1 -0.2 -0.1
C 1.218078 2.657074 1.304401 -0.2 0.1 0.5
C 0.651471 1.416179 1.609564 0.2 1.4 0.0
C 0.313904 1.097632 2.902444 -0.1 0.5 0.8
C 0.469255 2.073022 3.944718 -0.2 -1.2 -0.6
H 1.061887 4.097707 4.430811 -0.1 -0.4 -0.4
H 1.847662 4.611751 2.100540 -0.6 -0.9 0.1
H 1.533649 2.784209 0.273506 0.1 0.6 0.2
H -0.048577 0.103579 3.125665 -0.2 0.1 0.2
H 0.229992 1.770664 4.976547 0.1 0.3 -0.6
```
Forces are in eV/Å.

Summary:
Max |F| ... 0.141 hartree/bohr
Multiplicity ... 7
HOMO level (spin up / spin down) ... -7.359 / -8.947 eV
⟨S²⟩ ... 12.026
Relative energy (zero: lowest compared OMol25 entry of this formula, charge and spin) ... 35.9 kcal/mol